Computed, not measured: a structure of composition C23H21F6N6O2PdSSb, with the ωB97M-V functional and the def2-TZVPD basis.

Each line ends with the Löwdin charge.
CARTESIAN COORDINATES (ANGSTROEM)
Sb -0.42 4.71 -1.01  1.3467
Pd 0.94 1.80 -0.99  0.9589
S 1.46 2.18 -3.40  0.8018
F -2.19 5.22 -1.03  -0.3220
F 1.42 4.05 -0.90  -0.4224
F 0.10 6.22 -0.06  -0.3241
F -0.60 3.69 0.57  -0.3639
F -0.93 3.04 -1.83  -0.4360
F 0.02 5.33 -2.69  -0.3289
O -2.16 -0.21 1.66  0.2015
O 0.81 -0.41 -1.75  -0.0314
N -0.81 -1.93 -1.10  0.1707
N 3.84 1.73 -4.41  0.1163
N 1.62 1.66 1.22  0.0456
N 3.77 1.58 -2.15  0.0231
N -0.61 0.08 -0.07  0.1655
N 3.13 1.62 -0.95  0.0035
C -5.82 -1.44 -1.61  -0.0330
C -2.51 -4.22 0.91  -0.0105
C -1.87 -2.01 -0.13  -0.2070
C 0.83 1.76 2.28  -0.0997
C -1.12 -5.23 2.60  -0.0564
C -0.52 -3.10 1.68  -0.0157
C 3.09 1.80 -3.31  -0.7917
C -3.46 -1.60 -2.03  0.0105
C 1.33 1.86 3.57  -0.0133
C -0.14 -0.75 -1.04  -0.5480
C -1.56 -0.49 0.68  -0.3615
C 3.78 1.61 0.14  -0.2132
C -0.26 -4.14 2.55  -0.0543
C -5.60 -1.62 -0.25  -0.0371
C -1.65 -3.13 0.86  -0.1532
C -4.32 -1.79 0.23  -0.0134
C -4.75 -1.43 -2.50  -0.0450
C 2.70 1.85 3.75  -0.0249
C 5.27 1.56 0.28  0.0072
C 2.95 1.67 1.39  -0.2113
C -2.24 -5.27 1.78  -0.0516
C 3.53 1.75 2.64  0.0025
C -3.24 -1.81 -0.66  -0.1532
H -0.92 -6.04 3.28  0.1132
H 4.60 1.74 2.76  0.1132
H -2.63 -1.58 -2.72  0.1194
H -3.38 -4.26 0.27  0.1213
H 0.16 -2.25 1.64  0.1223
H -2.91 -6.12 1.81  0.1138
H 4.83 1.54 -4.40  0.1184
H -6.83 -1.30 -1.99  0.1175
H 4.76 1.41 -2.18  0.1367
H -4.15 -1.89 1.30  0.1322
H 5.81 1.63 -0.66  0.0711
H 3.13 1.93 4.74  0.1215
H 0.61 -4.10 3.19  0.1117
H 0.65 1.96 4.40  0.1209
H 3.40 1.90 -5.30  0.1104
H 5.60 2.40 0.90  0.1028
H -0.23 1.77 2.08  0.1003
H -0.55 -2.69 -1.70  0.1793
H -6.44 -1.61 0.44  0.1178
H 5.58 0.64 0.77  0.1091
H -4.92 -1.28 -3.56  0.1159

Summary:
multiplicity = 4
⟨S²⟩ = 3.77
ΔE to the lowest compared entry with this formula, charge and spin = 20.9 kcal per mole
E_HOMO (spin up / spin down) = -11.57 / -11.77 eV
HOMO-LUMO gap (spin up / spin down) = 8.2345 / 5.3290 eV
net charge = +1

Computed, not measured: a structure of composition C23H21HfN4O4, with the ωB97M-V functional and the def2-TZVPD basis.

Each line ends with the Löwdin charge.
CARTESIAN COORDINATES (ANGSTROEM)
Hf 0.00 -0.62 0.01  1.7148
O 1.53 -1.60 0.79  -0.2741
O -2.45 -0.68 4.24  0.0101
O 0.03 1.20 1.08  -0.0732
O 0.48 1.08 -1.05  -0.0913
N -1.10 -1.43 -2.58  0.1140
N 0.53 -1.60 1.76  -0.1388
N -1.37 -0.93 3.46  0.0481
N 0.01 -1.50 -2.03  -0.0699
C 0.67 5.27 -1.37  -0.0510
C -2.23 -1.15 -1.78  -0.3064
C -2.13 -0.93 -0.39  -0.2017
C 3.50 -2.10 -3.11  -0.0608
C 0.59 3.89 -1.31  0.0026
C -4.60 -0.84 -1.78  -0.0532
C 0.25 4.03 1.09  0.0011
C 1.14 -1.73 -2.90  -0.2287
C -3.33 -0.68 0.27  -0.0972
C 2.21 -1.90 3.43  0.0102
C 0.38 3.28 -0.08  -0.1460
C 2.12 -1.98 -5.07  -0.0579
C 0.55 6.02 -0.20  -0.0473
C 0.29 1.83 -0.01  -0.4940
C -4.54 -0.63 -0.41  -0.0523
C -0.07 -1.78 5.42  -0.0066
C 2.38 -1.90 -2.31  -0.0274
C 0.81 -1.63 3.00  -0.2359
C -3.43 -1.11 -2.47  -0.0079
C 1.00 -1.77 -4.29  -0.0143
C 0.34 5.40 1.02  -0.0523
C -0.31 -1.43 3.98  -0.2534
C 3.37 -2.14 -4.48  -0.0616
H -5.55 -0.81 -2.30  0.1140
H -2.27 -0.95 5.15  0.0778
H -3.32 -0.51 1.35  0.0887
H -3.43 -1.30 -3.54  0.1202
H 0.82 5.77 -2.32  0.1136
H 0.02 -1.63 -4.73  0.1097
H 0.65 -1.09 5.86  0.1005
H 2.01 -2.01 -6.15  0.1135
H 0.08 3.52 2.03  0.1244
H 0.34 -2.79 5.51  0.1019
H -0.96 -1.75 6.04  0.0729
H 2.48 -1.90 -1.24  0.0847
H 4.24 -2.31 -5.11  0.1128
H 2.88 -1.24 2.87  0.0981
H 4.47 -2.24 -2.65  0.1137
H 2.36 -1.76 4.49  0.0783
H -5.45 -0.43 0.14  0.1134
H 0.69 3.29 -2.20  0.1244
H 0.62 7.10 -0.25  0.1141
H 0.24 6.00 1.92  0.1133
H 2.49 -2.92 3.16  0.1120

Summary:
E_HOMO = -11.54 eV
HOMO-LUMO gap = 7.4380 eV
net charge = +1

Computed, not measured: a structure of composition C23H21N3S4Sn, with the ωB97M-V functional and the def2-TZVPD basis.

Each line ends with the Löwdin charge.
CARTESIAN COORDINATES (ANGSTROEM)
Sn 0.08 0.86 -0.18  0.8860
S 2.01 -0.93 0.35  0.9599
S -0.45 -0.17 -2.55  0.6688
S -2.69 1.22 -0.35  0.9685
S 2.23 2.09 -0.94  0.6713
N 0.35 1.24 2.16  -0.0377
N -1.03 -1.40 0.30  0.0235
N 0.99 1.74 4.17  0.1412
C -2.14 0.11 -2.89  -0.6520
C -2.26 -3.87 0.27  0.0111
C -4.36 0.98 -2.43  -0.0937
C 4.49 -1.37 -2.80  -0.0330
C -0.60 0.78 3.05  -0.1168
C -3.16 -0.24 0.62  -0.3492
C 3.81 0.93 -2.77  -0.0848
C -0.30 -2.51 0.14  -0.3183
C -3.06 0.70 -2.01  -0.5204
C -0.21 1.08 4.31  -0.0282
C 1.30 1.83 2.87  -0.3467
C 3.04 0.71 -1.62  -0.6818
C 2.55 2.48 2.40  -0.0087
C -3.01 -2.71 0.38  0.0248
C 3.72 -1.61 -1.67  -0.0840
C 1.17 -2.45 -0.16  -0.3512
C 4.53 -0.09 -3.35  -0.0312
C -3.89 -0.03 -4.55  -0.0342
C -2.59 -0.28 -4.15  -0.0992
C -4.78 0.62 -3.70  -0.0482
C -0.89 -3.77 0.15  0.0207
C -2.35 -1.49 0.41  -0.3160
C 2.99 -0.58 -1.09  -0.5302
H -3.08 0.10 1.65  0.0754
H 5.13 0.10 -4.23  0.1253
H 1.67 -3.28 0.34  0.1039
H 3.10 1.82 1.72  0.0511
H 2.34 3.41 1.87  0.0921
H 3.72 -2.60 -1.23  0.1190
H 3.20 2.71 3.24  0.0988
H -0.28 -4.65 0.02  0.1362
H 1.31 -2.53 -1.24  0.0997
H 3.85 1.93 -3.17  0.1159
H -5.04 1.49 -1.76  0.1155
H -5.78 0.86 -4.02  0.1214
H -4.09 -2.75 0.46  0.1339
H -4.22 -0.34 -5.54  0.1243
H -1.48 0.26 2.74  0.0840
H -1.90 -0.77 -4.82  0.1108
H -2.75 -4.83 0.27  0.1333
H -4.21 -0.43 0.41  0.1063
H 1.55 2.11 4.93  0.1835
H -0.67 0.89 5.26  0.1353
H 5.06 -2.17 -3.24  0.1238

Summary:
E_HOMO = -13.52 eV
HOMO-LUMO gap = 5.4916 eV
net charge = +2

Computed, not measured: the molecule C23H21N5, with the ωB97M-V functional and the def2-TZVPD basis.

Each line ends with the Löwdin charge.
CARTESIAN COORDINATES (ANGSTROEM)
N -2.65 4.02 0.06  0.0384
N -3.73 -0.91 1.88  0.0546
N 2.47 -0.98 -0.37  -0.0856
N 0.69 -0.72 -3.48  0.0585
N 1.95 -3.07 0.41  0.1342
C -2.17 -1.12 -0.48  -0.0081
C 2.12 -0.50 -1.66  -0.2234
C 1.03 0.48 -3.99  -0.1077
C -1.83 4.90 0.64  -0.1378
C -2.74 -0.02 1.68  -0.0855
C -3.94 -1.88 0.96  -0.1625
C -0.53 4.54 1.11  -0.0821
C 1.17 -1.14 -2.40  -0.1699
C 1.69 -1.71 0.44  -0.2823
C 0.21 -3.48 1.93  -0.0561
C 2.55 0.75 -2.10  -0.0055
C -2.30 2.76 -0.22  -0.0568
C 3.93 -1.03 -0.03  -0.0098
C -0.68 0.81 0.29  -0.1790
C 0.69 -1.16 1.30  -0.1438
C -3.12 -2.10 -0.15  -0.0552
C 1.25 -3.95 1.16  -0.1238
C 2.00 1.25 -3.29  -0.0478
C -1.95 -0.12 0.49  -0.1679
C -1.07 2.26 0.39  -0.1279
C 0.41 0.28 1.32  -0.0869
C -0.06 -2.10 1.99  -0.0139
C -0.17 3.25 0.95  -0.0481
H -0.31 -4.22 2.55  0.1093
H -2.59 0.87 2.32  0.1287
H 0.68 -2.05 -1.99  0.1341
H 4.20 -2.09 0.12  0.0863
H -0.17 0.60 -0.62  0.1155
H -1.55 -1.15 -1.31  0.0783
H 3.28 1.30 -1.54  0.1126
H -0.86 -1.83 2.66  0.1143
H 1.29 0.87 1.11  0.1060
H -2.17 5.95 0.88  0.1137
H 0.15 0.38 2.33  0.1045
H 0.53 0.93 -4.85  0.0995
H -2.91 2.07 -0.81  0.1165
H -3.41 -3.00 -0.77  0.1192
H 4.54 -0.76 -0.88  0.0778
H 0.92 3.08 1.00  0.1201
H 4.16 -0.32 0.75  0.0798
H 0.10 5.22 1.62  0.0908
H -4.85 -2.51 1.00  0.1060
H 2.09 2.26 -3.59  0.0833
H 1.67 -4.91 1.21  0.0854

Summary:
ΔE to the lowest compared entry with this formula, charge and spin = 31.5 kcal per mole
E_HOMO = -8.33 eV
SMILES = CN(c1cccnc1)c1ncccc1CC(c1cccnc1)c1cccnc1
HOMO-LUMO gap = 8.8512 eV
net charge = 0

Computed, not measured: the molecule C23H21N5O3S, with the ωB97M-V functional and the def2-TZVPD basis.

Each line ends with the Löwdin charge.
CARTESIAN COORDINATES (ANGSTROEM)
S 1.41 -0.43 0.58  0.7081
O 2.43 -1.32 1.06  -0.2759
O 1.13 -0.44 -0.82  -0.2437
O -1.07 2.02 0.21  0.1042
N -1.96 -2.20 -0.47  0.1925
N -1.25 -1.50 -2.48  0.0477
N 0.02 -0.89 1.38  -0.1732
N -1.50 0.18 -1.01  0.0641
N 1.43 2.34 -0.90  0.1103
C -0.43 -0.29 3.66  -0.1381
C 2.66 2.47 3.07  -0.0504
C 2.10 3.63 1.03  -0.1393
C -1.86 -5.51 -2.12  -0.1045
C 1.77 2.39 0.39  -0.2035
C -1.23 0.82 0.16  -0.3970
C 2.33 1.25 2.45  -0.0616
C -1.40 -5.08 -3.36  -0.1055
C 1.87 1.22 1.16  -0.1667
C -1.36 -2.85 -2.59  -0.1434
C -0.78 -0.36 -3.22  -0.0697
C -1.59 -1.19 -1.20  -0.3131
C -1.17 0.67 2.71  -0.1059
C -1.83 -3.28 -1.31  -0.2068
C 1.37 3.45 -1.58  -0.1227
C -1.19 -0.08 1.37  -0.2289
C 2.52 3.64 2.38  -0.0152
C -1.21 0.80 -2.30  -0.0597
C -1.15 -3.75 -3.62  -0.0210
C 1.63 4.73 -1.05  -0.0383
C 0.14 -1.39 2.73  -0.1718
C -2.07 -4.62 -1.08  -0.0220
C 2.00 4.81 0.27  -0.0074
H 1.54 5.60 -1.67  0.1034
H -2.17 0.90 3.05  0.1199
H 2.76 4.59 2.84  0.1163
H -2.04 -0.78 1.33  0.1458
H -2.04 -6.56 -1.96  0.0963
H -0.41 1.53 -2.14  0.0907
H -1.12 -0.73 4.38  0.1067
H 0.35 0.22 4.21  0.0943
H -0.46 -2.30 2.80  0.1295
H -2.11 1.30 -2.66  0.1336
H -1.25 -5.81 -4.15  0.0968
H 2.46 0.32 2.98  0.1099
H -2.42 -4.96 -0.11  0.1071
H 0.31 -0.40 -3.31  0.1240
H -0.80 -3.42 -4.59  0.1059
H 1.18 -1.65 2.92  0.1061
H -1.24 -0.30 -4.21  0.1277
H 2.22 5.76 0.73  0.1170
H 1.10 3.35 -2.63  0.1113
H -0.62 1.60 2.58  0.1065
H 3.01 2.47 4.09  0.1097

Summary:
ΔE to the lowest compared entry with this formula, charge and spin = 1.8 kcal per mole
E_HOMO = -7.90 eV
SMILES = O=C([C@@H]1CCCN1S(=O)(=O)c1cccc2cccnc12)N1CCn2c1nc1ccccc12
HOMO-LUMO gap = 7.6008 eV
net charge = 0

Computed, not measured: a structure of composition C23H21N7O4PtS2, with the ωB97M-V functional and the def2-TZVPD basis.

Each line ends with the Löwdin charge.
CARTESIAN COORDINATES (ANGSTROEM)
Pt -0.21 0.60 0.71  1.2323
S -3.59 1.62 -2.12  1.1754
S -0.42 2.12 3.39  0.5301
O -0.81 2.12 1.94  -0.4269
O -0.58 0.45 3.75  -0.1157
O -1.39 2.71 4.21  -0.1778
O 0.98 2.36 3.57  -0.2354
N -0.99 -1.97 2.18  -0.0424
N 1.08 0.01 2.12  0.0218
N 1.60 -0.31 4.32  0.2675
N -3.19 -0.25 -0.22  0.1302
N -1.51 1.33 -0.63  -0.1093
N 0.22 -0.98 -0.43  -0.0332
N 0.39 -3.05 -1.14  0.1880
C 2.35 0.14 2.26  -0.1549
C -2.24 3.87 -3.15  -0.0572
C -0.09 4.40 -2.17  -0.0516
C 1.20 0.12 -2.49  -0.0094
C 4.61 0.64 1.77  0.0157
C 2.71 -0.04 3.69  -0.0993
C 3.36 0.47 1.30  0.0426
C 0.78 -0.95 -1.71  -0.2070
C -0.01 -2.25 -0.13  -0.2589
C -0.16 3.31 -1.33  -0.0446
C 0.90 -2.26 -2.17  -0.1667
C 1.42 -2.57 -3.42  0.0118
C -2.70 0.82 -0.88  -0.6619
C -2.30 2.78 -2.29  -0.4420
C -0.05 -1.82 3.27  -0.0810
C 1.84 -1.50 -4.19  -0.0484
C 4.04 0.12 4.14  0.0477
C 4.94 0.47 3.18  0.0430
C -0.64 -2.87 1.09  -0.1096
C -1.27 2.48 -1.40  -0.3064
C 1.73 -0.18 -3.73  -0.0478
C 0.46 -0.36 3.39  -0.5086
C -1.12 4.68 -3.08  -0.0539
H 1.49 -0.38 5.33  0.2128
H 3.09 0.59 0.26  0.1244
H 5.41 0.90 1.10  0.1334
H 2.25 -1.69 -5.17  0.1196
H 2.06 0.63 -4.38  0.1181
H -0.52 -2.06 4.23  0.1520
H 4.31 0.01 5.17  0.1403
H -3.04 4.09 -3.83  0.1226
H -2.74 -0.50 0.64  0.0787
H 0.62 3.11 -0.60  0.1012
H -4.14 -0.52 -0.37  0.1151
H 0.82 -2.47 3.14  0.1412
H 0.02 -3.68 1.43  0.1359
H -1.56 -3.36 0.75  0.1444
H 0.31 -4.05 -1.15  0.1840
H 1.51 -3.59 -3.77  0.1248
H 0.76 5.06 -2.12  0.1163
H 1.10 1.15 -2.15  0.0895
H -1.04 5.54 -3.73  0.1188
H -1.91 -2.19 2.53  0.1324
H 5.97 0.63 3.47  0.1386

Summary:
ΔE to the lowest compared entry with this formula, charge and spin = 0.4 kcal per mole
E_HOMO = -13.60 eV
HOMO-LUMO gap = 4.8633 eV
net charge = +2

Computed, not measured: a structure of composition C23H21N7ORhS4, with the ωB97M-V functional and the def2-TZVPD basis.

Each line ends with the Löwdin charge.
CARTESIAN COORDINATES (ANGSTROEM)
Rh 0.59 -0.31 1.79  0.8096
S 2.93 -0.80 1.23  0.6709
S 0.18 -2.66 1.13  0.6353
S 1.93 -4.81 0.15  0.9669
S 4.46 -3.35 1.01  0.9726
O 4.36 -6.06 0.51  -0.0186
N 0.51 0.33 -0.16  0.0512
N 0.55 -0.93 3.83  -0.0524
N -2.09 0.18 1.17  0.1044
N -0.45 1.17 2.68  -0.2229
N -3.72 0.37 -0.44  0.1134
N 1.14 0.28 -2.57  -0.0751
N -1.04 2.12 1.96  0.0855
C 0.91 -2.39 5.68  -0.0688
C 3.75 -4.99 0.53  -0.8286
C -2.57 2.35 0.21  -0.1138
C -4.02 3.79 -1.76  -0.0639
C 2.92 -2.46 0.96  -1.1341
C -2.43 3.74 0.08  -0.0048
C -0.25 1.27 4.00  -0.0578
C -1.86 1.54 1.13  -0.3406
C 0.23 0.09 4.66  -0.2684
C 1.21 -1.09 -3.09  -0.1663
C 1.74 1.33 -4.76  -0.1434
C -4.07 2.41 -1.72  -0.0263
C 0.94 -2.11 4.36  -0.1497
C -3.45 1.71 -0.68  -0.1869
C 0.77 1.36 -3.56  -0.1014
C 0.72 -1.32 6.59  -0.0496
C 1.85 -0.09 -5.36  -0.1761
C 0.42 -0.08 6.07  -0.0178
C -2.99 -0.35 0.42  -0.1376
C 2.02 -1.26 -4.34  -0.1771
C -3.19 4.47 -0.84  -0.0558
C 0.76 0.41 -1.30  -0.1778
C 1.77 -3.21 0.75  -1.1748
H 0.13 -1.43 -3.28  0.1463
H 2.65 -0.23 -6.08  0.1055
H 0.97 -3.41 6.06  0.1169
H 3.07 -1.35 -4.10  0.1051
H 0.18 0.77 6.70  0.1198
H 1.56 -1.79 -2.28  0.1336
H -4.62 4.27 -2.55  0.1208
H 1.75 -2.27 -4.75  0.1348
H -3.23 -1.42 0.51  0.1445
H 0.80 -1.49 7.66  0.1193
H 1.26 -2.83 3.58  0.0827
H 2.74 1.71 -4.52  0.1201
H 0.94 -0.34 -5.95  0.1149
H -0.30 1.15 -3.79  0.1400
H -3.12 5.58 -0.87  0.1187
H 0.84 2.27 -3.05  0.1057
H -4.53 -0.02 -0.94  0.1730
H -1.68 4.21 0.73  0.1219
H 1.31 1.94 -5.55  0.1096
H -0.57 2.17 4.52  0.1255
H -4.71 1.85 -2.42  0.1218

Summary:
multiplicity = 5
⟨S²⟩ = 6.04
ΔE to the lowest compared entry with this formula, charge and spin = 0.0 kcal per mole
E_HOMO (spin up / spin down) = -8.39 / -10.67 eV
HOMO-LUMO gap (spin up / spin down) = 5.0501 / 5.5648 eV
net charge = +1

Computed, not measured: a structure of composition C23H22AuN7O3S, with the ωB97M-V functional and the def2-TZVPD basis.

Each line ends with the Löwdin charge.
CARTESIAN COORDINATES (ANGSTROEM)
Au 1.72 1.07 0.78  1.1990
S 2.22 4.42 -0.36  0.9422
O -1.33 2.67 0.87  0.1135
O 2.46 3.12 0.37  -0.6740
O 0.29 -0.75 -1.53  0.2050
N 2.02 -1.08 1.43  0.0460
N 2.61 -3.38 2.62  0.1227
N 3.60 1.17 1.70  -0.0246
N -0.13 1.03 -0.08  0.1072
N 5.48 1.42 2.68  0.0915
N -2.45 0.87 -0.05  0.2124
N 5.15 0.12 2.85  0.1723
C 4.00 0.01 2.31  -0.3162
C 4.50 2.09 2.02  -0.0501
C -1.95 -2.66 2.22  -0.0524
C -1.73 -2.71 -0.60  -0.0309
C -1.37 1.54 0.36  -0.5078
C 1.60 -3.35 1.82  -0.0605
C -1.97 0.08 -3.28  -0.0222
C -1.64 -3.91 0.08  -0.0005
C -2.10 -1.46 1.47  -0.0179
C 3.11 -1.14 2.31  -0.1433
C -2.01 -1.56 0.15  -0.2288
C -4.37 -1.35 -3.64  -0.0498
C 1.09 3.95 -1.61  -0.2436
C 1.06 5.31 0.68  -0.2275
C 3.37 -2.35 2.88  -0.0403
C 1.26 -2.15 1.21  -0.0542
C -3.69 -0.93 -4.74  -0.0586
C -2.55 -0.13 -4.58  -0.0174
C -2.61 -0.43 -2.14  -0.1186
C -2.00 -0.31 -0.67  -0.2921
C -1.83 -3.79 1.50  -0.0891
C -0.51 -0.13 -0.91  -0.3714
C -3.82 -1.24 -2.34  0.0063
H -1.90 0.31 -5.27  0.0946
H -1.55 -4.84 -0.44  0.1191
H 4.31 -2.45 3.48  0.1575
H 0.94 4.60 -2.48  0.0935
H -1.07 0.68 -3.17  0.1082
H 0.41 -2.05 0.61  0.0641
H 4.57 3.08 1.64  0.1356
H 1.01 -4.31 1.71  0.1476
H -3.41 1.18 0.17  0.2221
H -2.24 -0.54 1.99  0.1221
H -4.22 -1.70 -1.45  0.1124
H -1.67 -2.73 -1.69  0.1443
H 6.35 1.79 3.05  0.1859
H -5.29 -1.96 -3.73  0.1287
H 1.70 5.42 1.58  0.0645
H 0.29 4.66 1.10  0.0487
H 0.17 3.69 -1.13  0.0305
H -1.90 -4.68 2.15  0.1266
H 1.64 3.04 -1.84  0.0457
H -4.13 -0.88 -5.68  0.0969
H -2.18 -2.67 3.31  0.1369
H 0.69 6.28 0.35  0.0878

Summary:
multiplicity = 3
⟨S²⟩ = 2.02
ΔE to the lowest compared entry with this formula, charge and spin = 17.9 kcal per mole
E_HOMO (spin up / spin down) = -14.10 / -14.03 eV
HOMO-LUMO gap (spin up / spin down) = 7.7733 / 3.7796 eV
net charge = +2

Number 1: calculated total energy -2733.4750 Ha. Number 2: calculated total energy -1456.8431 Ha. Number 3: calculated total energy -2859.8979 Ha. Number 4: calculated total energy -1162.7312 Ha. Number 5: calculated total energy -1786.7710 Ha. Number 6: calculated total energy -2488.5743 Ha. Number 7: calculated total energy -3050.5780 Ha. Number 8: calculated total energy -2031.8365 Ha.